No. 1
{
  "formula": "C6H2NO2S2",
  "method": "wB97M-V/def2-TZVPD",
  "total_charge": -1,
  "e_above_lowest_kj_mol": 309.6,
  "homo_ev": -4.3795,
  "e_lumo_ev": 2.97,
  "elements": ["C", "C", "C", "C", "C", "C", "N", "O", "O", "S", "S", "H", "H"],
  "coordinates": [[0.014, 0.458, 0.032], [0.414, -0.831, -0.075], [-1.414, 0.580, 0.023], [-2.006, -0.655, -0.053], [-4.069, -0.023, -0.169], [-5.463, -0.652, 0.020], [-2.125, 1.728, 0.081], [-5.545, -1.757, 0.518], [-6.277, 0.185, -0.375], [-0.915, -1.955, -0.180], [-3.728, 1.575, 0.016], [0.680, 1.300, 0.101], [1.415, -1.219, -0.092]]
}



No. 2
{
  "formula": "C6H2O3",
  "method": "wB97M-V/def2-TZVPD",
  "e_above_lowest_kj_mol": 3.7,
  "homo_ev": -10.7575,
  "e_lumo_ev": -1.39,
  "elements": ["O", "C", "C", "C", "C", "C", "C", "O", "O", "H", "H"],
  "coordinates": [[4.510, -0.386, -0.156], [3.582, 0.420, 0.151], [2.194, 0.055, -0.184], [1.040, -0.092, -0.186], [-0.386, -0.027, 0.001], [-1.597, -0.025, -0.063], [-2.916, 0.158, -0.061], [-3.525, 1.123, -0.160], [-3.639, -0.951, 0.101], [3.856, 1.466, 0.706], [-3.119, -1.741, -0.150]]
}



No. 3
{
  "formula": "C6H30AsF6O9",
  "method": "wB97M-V/def2-TZVPD",
  "total_charge": -1,
  "e_above_lowest_kj_mol": 0.0,
  "homo_ev": -7.8335,
  "e_lumo_ev": 2.67,
  "elements": ["As", "F", "F", "F", "F", "F", "F", "O", "H", "H", "O", "H", "H", "O", "H", "H", "O", "H", "H", "O", "H", "H", "O", "H", "H", "O", "H", "H", "C", "C", "C", "O", "H", "H", "H", "H", "H", "H", "H", "H", "C", "C", "C", "O", "H", "H", "H", "H", "H", "H", "H", "H"],
  "coordinates": [[0.075, -0.939, 0.147], [-0.227, -2.388, 1.101], [-0.047, -1.898, -1.318], [0.432, 0.487, -0.780], [0.232, -0.044, 1.655], [1.803, -1.300, 0.361], [-1.611, -0.614, 0.178], [2.256, -2.382, 2.976], [2.072, -2.468, 2.034], [1.421, -2.051, 3.346], [2.088, -2.569, -3.021], [2.764, -3.023, -2.508], [1.373, -2.409, -2.383], [2.097, -4.739, 0.133], [2.801, -4.858, 0.779], [1.514, -4.080, 0.532], [-2.546, -4.139, -0.303], [-1.772, -3.764, -0.738], [-2.568, -3.708, 0.563], [4.846, 0.294, 1.142], [5.393, -0.496, 1.165], [3.961, -0.033, 0.939], [-0.266, -1.839, 4.363], [-0.515, -2.310, 3.554], [-0.688, -0.977, 4.275], [-3.317, -1.792, 2.021], [-4.029, -1.151, 1.901], [-2.517, -1.304, 1.767], [3.377, 2.503, -2.369], [2.087, 2.860, -3.129], [1.513, 1.762, -4.006], [1.094, 3.357, -2.216], [3.171, 1.792, -1.572], [3.825, 3.425, -1.999], [4.118, 2.107, -3.069], [2.260, 3.779, -3.698], [2.280, 1.218, -4.563], [0.841, 2.222, -4.732], [0.995, 0.968, -3.463], [0.751, 2.540, -1.825], [-2.506, 2.283, 2.027], [-3.854, 2.111, 1.328], [-3.993, 3.064, 0.145], [-4.133, 0.782, 0.934], [-1.713, 2.131, 1.288], [-2.382, 1.530, 2.804], [-2.424, 3.294, 2.424], [-4.594, 2.327, 2.110], [-3.987, 4.102, 0.480], [-4.946, 2.896, -0.358], [-3.179, 2.864, -0.556], [-3.628, 0.578, 0.135]]
}



No. 4
{
  "formula": "C6H30NO9",
  "method": "wB97M-V/def2-TZVPD",
  "total_charge": -1,
  "e_above_lowest_kj_mol": 669.9,
  "homo_ev": -5.4046,
  "e_lumo_ev": 2.48,
  "elements": ["C", "C", "C", "N", "C", "C", "C", "O", "H", "H", "H", "H", "H", "H", "H", "H", "H", "H", "H", "H", "H", "H", "H", "H", "O", "H", "H", "O", "H", "H", "O", "H", "H", "O", "H", "H", "O", "H", "H", "O", "H", "H", "O", "H", "H", "O"],
  "coordinates": [[-2.690, 0.985, 0.745], [-3.111, 0.132, 2.019], [-1.223, 1.255, 0.786], [-0.593, 0.814, -0.438], [-0.716, 1.832, -1.475], [0.798, 0.432, -0.251], [1.570, -0.048, -1.500], [2.329, 0.993, -2.116], [-2.991, 0.310, -0.152], [-3.233, 1.804, 0.438], [-3.455, 0.714, 2.819], [-3.921, -0.583, 1.657], [-2.303, -0.382, 2.437], [-0.759, 0.619, 1.569], [-1.041, 2.314, 1.070], [-1.656, 1.977, -1.989], [0.025, 1.693, -2.283], [-0.416, 2.801, -0.954], [0.683, -0.454, 0.543], [1.434, 1.264, 0.303], [1.083, -0.440, -2.406], [2.394, -0.815, -1.190], [1.536, -1.092, 3.317], [2.472, -2.263, 2.846], [1.937, -2.110, 3.510], [0.389, 2.426, 3.616], [1.490, 3.238, 1.293], [0.573, 2.606, 2.698], [0.205, -3.789, -2.817], [-0.205, -2.118, -2.788], [0.508, -2.798, -2.956], [1.190, 1.664, 2.505], [2.321, 0.384, 3.459], [1.714, 0.469, 2.774], [-1.941, -3.136, -1.881], [-1.061, -3.805, -0.696], [-1.439, -3.998, -1.607], [1.325, -2.748, -1.809], [1.768, -3.759, -0.540], [1.847, -2.936, -0.828], [1.561, 2.771, -0.329], [2.959, 1.482, -1.387], [1.858, 3.417, 0.332], [-1.101, -0.447, -1.971], [-0.895, 0.019, -3.407], [-1.217, -0.693, -2.967]]
}



No. 5
{
  "formula": "C6H32NO8",
  "method": "wB97M-V/def2-TZVPD",
  "total_charge": 2,
  "spin_multiplicity": 2,
  "e_above_lowest_kj_mol": 14.4,
  "s_squared": 0.75,
  "homo_ev": [-16.4130, -16.4129],
  "e_lumo_ev": [-5.57, -12.68],
  "elements": ["C", "C", "C", "C", "C", "C", "N", "H", "H", "H", "H", "H", "H", "H", "H", "H", "H", "H", "H", "H", "H", "H", "H", "H", "H", "O", "H", "H", "O", "H", "H", "O", "H", "H", "O", "H", "H", "O", "H", "H", "O", "H", "H", "O", "H", "H", "O"],
  "coordinates": [[-4.039, 0.939, 0.745], [-3.079, -0.177, 0.250], [-2.060, -0.385, 1.303], [-1.568, -1.843, 1.248], [-0.967, -2.276, -0.115], [0.327, -1.565, -0.682], [0.744, -0.286, -0.015], [-4.073, 1.859, 0.117], [-5.162, 0.720, 0.705], [-3.929, 1.259, 1.801], [-2.713, 0.028, -0.783], [-3.721, -1.103, 0.132], [-1.456, 0.493, 1.435], [-2.466, -0.458, 2.390], [-0.726, -2.031, 1.982], [-2.430, -2.415, 1.601], [-0.510, -3.202, 0.250], [-1.702, -2.318, -0.909], [0.158, -1.379, -1.734], [1.240, -2.203, -0.715], [0.105, 0.516, -0.197], [0.735, -0.433, 1.056], [1.775, -0.090, -0.132], [1.483, -4.113, 3.040], [0.919, -4.226, 1.736], [1.341, -3.528, 2.284], [2.441, 1.536, -4.207], [2.965, 0.123, -3.955], [2.940, 1.019, -3.562], [-0.087, 2.246, -3.863], [-0.227, 0.703, -3.761], [0.205, 1.413, -4.249], [2.824, 0.920, 2.620], [2.319, 2.086, 2.147], [2.611, 1.261, 1.713], [2.719, 0.855, -1.768], [4.095, 0.136, -1.496], [3.244, 0.344, -1.096], [-0.032, -0.572, 3.963], [1.047, -1.145, 3.213], [0.474, -0.353, 3.157], [0.103, 2.890, -0.362], [-1.239, 2.271, 0.214], [-0.499, 2.119, -0.379], [1.934, 4.238, -1.541], [2.319, 2.796, -1.991], [1.616, 3.332, -1.588]]
}



No. 6
{
  "formula": "C6H32O10",
  "method": "wB97M-V/def2-TZVPD",
  "total_charge": -1,
  "spin_multiplicity": 2,
  "e_above_lowest_kj_mol": 127.3,
  "s_squared": 0.75,
  "homo_ev": [-0.1875, -7.1477],
  "e_lumo_ev": [2.77, 2.71],
  "elements": ["O", "H", "H", "O", "H", "H", "O", "H", "H", "O", "H", "H", "C", "O", "H", "H", "H", "H", "C", "O", "H", "H", "H", "H", "C", "O", "H", "H", "H", "H", "C", "O", "H", "H", "H", "H", "C", "O", "H", "H", "H", "H", "C", "O", "H", "H", "H", "H"],
  "coordinates": [[0.315, -0.188, 2.890], [1.226, -0.244, 3.181], [-0.169, -0.729, 3.514], [0.238, -0.162, 0.142], [0.380, -0.317, 1.076], [0.215, -1.037, -0.245], [-1.168, 1.953, -0.716], [-0.579, 2.707, -0.704], [-0.701, 1.275, -0.227], [0.361, -2.927, -0.902], [0.554, -3.534, -1.616], [0.865, -3.260, -0.160], [-2.555, 2.021, 2.945], [-1.149, 2.181, 3.087], [-3.128, 2.784, 3.472], [-2.843, 1.946, 1.896], [-2.775, 1.025, 3.329], [-0.701, 1.334, 3.035], [-2.829, -1.508, 0.994], [-4.099, -2.203, 0.916], [-2.424, -1.454, 2.004], [-2.132, -2.172, 0.483], [-2.735, -0.512, 0.560], [-4.817, -1.597, 0.720], [2.147, 2.437, 2.278], [3.415, 2.107, 1.752], [1.315, 2.148, 1.636], [1.905, 1.990, 3.242], [2.052, 3.514, 2.421], [3.851, 2.939, 1.555], [4.024, -0.437, -0.440], [2.866, 0.010, -1.169], [4.948, -0.752, -0.925], [4.357, 0.326, 0.263], [3.746, -1.323, 0.131], [2.147, 0.067, -0.536], [1.116, -0.344, -4.112], [2.530, -0.303, -3.938], [0.902, -1.201, -4.751], [0.680, -0.427, -3.117], [0.703, 0.486, -4.684], [2.584, -0.040, -3.016], [-2.371, -1.199, -2.368], [-2.396, -1.461, -3.746], [-1.842, -2.008, -1.862], [-1.860, -0.252, -2.200], [-3.347, -0.961, -1.945], [-2.823, -0.698, -4.143]]
}



No. 7
{
  "formula": "C6H33NO11",
  "method": "wB97M-V/def2-TZVPD",
  "e_above_lowest_kj_mol": 818.7,
  "homo_ev": -8.9071,
  "e_lumo_ev": 0.20,
  "elements": ["C", "C", "C", "C", "C", "C", "N", "H", "H", "H", "H", "H", "H", "H", "H", "H", "H", "H", "O", "H", "H", "O", "H", "H", "O", "H", "H", "O", "H", "H", "O", "H", "H", "O", "H", "H", "O", "H", "H", "O", "H", "H", "O", "H", "H", "O", "H", "H", "O", "H", "H"],
  "coordinates": [[1.202, -1.135, -0.855], [0.835, -0.787, -2.045], [-0.549, -0.566, -2.494], [-0.920, 0.342, -3.407], [-1.621, -1.493, -1.875], [-2.879, -0.889, -1.041], [-2.526, 0.236, -0.308], [2.238, -1.475, -0.711], [0.431, -1.364, -0.003], [1.473, -0.723, -2.990], [-1.677, 0.770, -3.930], [-0.152, 0.932, -3.962], [-1.973, -2.271, -2.717], [-1.064, -2.154, -1.212], [-3.505, -0.421, -1.874], [-3.492, -1.587, -0.484], [-2.045, 0.799, -0.959], [-1.893, -0.086, 0.502], [1.788, -3.755, 0.142], [1.130, -4.381, 0.117], [1.473, -3.102, 0.811], [-1.925, 3.010, 1.230], [-2.249, 3.271, 2.039], [-2.493, 2.463, 0.709], [1.895, 2.844, 1.840], [1.730, 2.436, 2.781], [1.304, 2.489, 1.281], [2.203, 1.489, -3.075], [2.275, 2.361, -2.956], [1.362, 1.145, -3.188], [-0.971, -0.966, 3.159], [-0.404, -0.679, 3.831], [-0.405, -1.588, 2.577], [-0.237, 1.003, 1.443], [-0.679, 1.838, 1.003], [-0.691, 0.616, 2.141], [3.555, -1.748, 1.755], [3.333, -0.830, 1.386], [3.640, -2.287, 0.962], [3.560, 0.227, 0.413], [3.681, 0.451, -0.515], [3.271, 1.054, 0.955], [-3.371, 1.147, 2.160], [-2.864, 0.276, 2.209], [-3.796, 1.094, 1.162], [1.102, -2.393, 2.586], [0.959, -2.684, 3.447], [1.876, -1.892, 2.420], [-0.535, 2.642, -1.492], [-1.257, 3.021, -1.001], [-0.142, 3.301, -1.969]]
}



No. 8
{
  "formula": "C6H34ClO15",
  "method": "wB97M-V/def2-TZVPD",
  "total_charge": -1,
  "homo_ev": -6.8782,
  "e_lumo_ev": 2.62,
  "elements": ["Cl", "O", "O", "O", "O", "O", "H", "H", "O", "H", "H", "O", "H", "H", "O", "H", "H", "O", "H", "H", "C", "O", "H", "H", "H", "H", "C", "O", "H", "H", "H", "H", "C", "O", "H", "H", "H", "H", "C", "O", "H", "H", "H", "H", "C", "O", "H", "H", "H", "H", "C", "O", "H", "H", "H", "H"],
  "coordinates": [[-0.513, -0.071, 0.397], [-1.912, 0.241, 0.325], [0.231, 1.194, 0.493], [-0.200, -0.909, 1.527], [-0.109, -0.800, -0.790], [0.405, -2.876, 3.911], [0.172, -2.155, 3.312], [1.199, -3.260, 3.516], [-0.435, 2.772, 3.049], [-0.033, 2.157, 2.422], [-1.320, 2.942, 2.683], [2.358, 0.319, 0.140], [2.408, -0.049, 1.029], [1.415, 0.536, 0.022], [0.462, 0.502, -3.305], [1.425, 0.451, -3.364], [0.259, -0.033, -2.523], [-3.225, -0.479, -2.802], [-2.913, 0.455, -2.810], [-2.993, -0.806, -1.924], [2.988, -1.760, -2.692], [3.007, -0.376, -2.434], [1.957, -2.126, -2.760], [3.412, -1.957, -3.686], [3.648, -2.326, -2.028], [2.955, -0.262, -1.460], [1.589, 3.104, 2.115], [1.706, 2.675, 3.467], [2.459, 2.750, 1.566], [0.659, 2.717, 1.686], [1.535, 4.196, 2.006], [0.812, 2.686, 3.824], [-1.519, -4.206, -1.355], [-1.149, -3.938, 0.000], [-0.576, -4.362, -1.894], [-2.037, -5.161, -1.418], [-2.076, -3.435, -1.888], [-0.767, -3.052, -0.058], [-2.043, 2.812, -2.127], [-1.941, 1.940, -3.236], [-3.054, 3.216, -2.066], [-1.808, 2.339, -1.169], [-1.367, 3.663, -2.265], [-1.043, 1.558, -3.263], [-3.940, 3.591, 1.031], [-2.919, 2.761, 1.543], [-4.925, 3.165, 1.246], [-3.796, 4.597, 1.421], [-3.847, 3.670, -0.060], [-2.857, 1.937, 1.037], [3.024, -3.159, 1.359], [2.503, -4.209, 2.175], [2.252, -2.397, 1.245], [3.823, -2.689, 1.945], [3.401, -3.398, 0.365], [3.254, -4.697, 2.522]]
}



Going through the records in order, we get total energy values of -1231.390551, -455.372906, -3758.987916, -978.401072, -903.733513, -1000.065561, -1130.586043, -1837.466412 Ha.